No. 1
37
Properties=species:S:1:pos:R:3:forces:R:3 method="wB97M-V/def2-TZVPD" e_tot_ev=-19113.3732 charge=+2 gap_ev=8.28 homo_ev=-16.28
C -2.803945 -0.549754 1.036993 -1.06 -0.83 0.64
C -3.891404 0.314508 0.362593 -0.50 0.23 -0.12
H -2.128778 -1.020752 0.256607 -0.75 -0.18 0.55
H -3.209189 -1.433845 1.541987 -0.08 0.22 -0.14
H -2.294036 0.007389 1.896207 -0.63 -0.79 -0.27
H -3.775453 0.343712 -0.724743 -0.06 -0.05 0.25
H -4.877061 -0.104309 0.579767 0.21 0.01 -0.01
H -3.886196 1.346307 0.726687 -0.03 -0.31 -0.05
C -0.187976 -2.701335 0.470195 0.52 0.48 -0.75
C 0.524796 -3.845159 0.133986 -0.30 -0.01 0.33
C 1.679671 -3.742849 -0.641115 -0.37 0.20 0.05
C 2.088434 -2.483809 -1.061767 -0.08 0.83 -0.11
H -1.081318 -2.718179 1.099550 0.33 -0.26 -0.24
H 0.163362 -4.804925 0.492819 0.16 0.14 -0.05
H 2.247533 -4.631482 -0.906820 -0.09 0.19 0.06
H 2.998591 -2.338235 -1.640521 -0.20 -0.28 0.20
N 0.181830 -1.472894 0.007901 0.97 -0.49 -0.32
C 1.339646 -1.346334 -0.730818 -0.67 -1.54 0.57
C 1.793294 0.017768 -1.008814 0.56 1.94 -0.16
N 1.153193 1.019020 -0.315897 1.01 -0.40 -0.19
C 1.650565 2.286897 -0.327128 -0.05 -0.78 -0.56
C 3.325719 1.651181 -1.934390 -0.31 -0.04 0.23
C 2.724154 2.631294 -1.143099 -0.06 0.04 0.19
H 1.140556 3.014516 0.310790 0.24 -0.24 -0.32
H 3.077239 3.661718 -1.155818 -0.07 -0.29 0.02
C 2.873815 0.335855 -1.844907 -0.52 -0.52 0.29
H 3.337747 -0.465099 -2.417241 0.01 0.36 0.06
H 4.147774 1.901964 -2.601464 -0.16 -0.04 0.16
Hf -0.816099 0.455166 0.585038 2.19 2.17 -0.61
C -1.600633 2.203768 -0.453376 -0.10 0.44 -0.29
H -2.176070 2.016230 -1.373608 0.17 -0.01 0.12
H -0.824894 2.938131 -0.721323 -0.29 -0.20 0.01
H -2.293989 2.741552 0.217086 0.15 -0.11 -0.02
C -0.251680 1.099949 2.549167 -0.17 0.15 0.54
H -1.063599 1.515278 3.165442 0.22 -0.02 -0.03
H 0.514658 1.885249 2.452808 -0.15 -0.12 0.03
H 0.199761 0.271520 3.117221 -0.03 0.11 -0.03

---

No. 2
48
Properties=species:S:1:pos:R:3:forces:R:3 method="wB97M-V/def2-TZVPD" e_tot_ev=-53590.2109 s_squared=1.079 charge=+3 e_above_lowest_kcal_mol=95.0 gap_ev="6.04 / 6.76" multiplicity=2 homo_ev="-17.30 / -17.68"
Ir -1.349700 -1.208100 0.381800 -3.77 1.97 0.50
O -3.373000 0.153400 -3.314200 -0.20 0.13 -0.62
C -2.918300 -0.129600 -2.140900 -0.08 0.24 0.85
O -2.176100 -1.068200 -1.873300 0.68 -0.68 0.09
C -3.423300 0.768500 -1.049200 -0.23 0.10 -0.87
C -4.383600 1.762200 -1.202900 0.37 -0.51 -0.16
C -4.840800 2.419800 -0.066300 0.01 0.20 0.51
C -4.342300 2.076800 1.186300 -0.02 -0.09 -0.90
C -3.369500 1.088800 1.223300 0.66 -0.58 2.08
N -2.927500 0.476700 0.152700 1.56 -1.63 -0.28
C -2.753000 0.530900 2.589000 -3.01 3.16 -2.29
O -3.170600 1.022800 3.591300 0.60 -0.58 0.64
O -1.906700 -0.372700 2.372600 3.58 -3.48 -0.54
H -3.083300 -0.439500 -4.035700 0.08 0.01 0.34
H -4.773300 1.986700 -2.187500 0.03 -0.02 0.04
H -5.589600 3.195800 -0.141700 -0.05 0.00 -0.11
H -4.696900 2.542600 2.092900 0.10 -0.06 0.16
N 1.083700 -0.318500 1.774000 1.02 0.46 -0.17
C 2.049800 0.207700 0.938900 -0.03 -0.09 0.84
C 3.453100 -0.336100 1.001600 0.22 -0.13 -0.04
C 3.599800 -1.862800 0.991300 0.00 0.06 0.07
C 5.044000 -2.299300 0.669700 -0.20 0.08 0.44
N 5.268300 -2.477800 -0.750800 -0.04 0.04 -0.45
C 5.773900 -3.556600 -1.368700 -0.15 0.45 0.08
N 6.047000 -3.490100 -2.667500 0.08 -0.15 -0.24
N 5.986100 -4.695100 -0.720100 0.01 -0.16 0.14
C 1.484100 -0.083900 -0.842100 0.69 -0.21 0.34
O 2.436900 -0.185700 -1.525100 0.45 0.01 -0.49
O 0.278700 -0.074900 -0.844500 -2.40 -0.34 0.35
H 0.501600 0.335400 2.284200 -0.21 -0.16 -0.02
H 1.364800 -1.130500 2.308900 -0.18 0.08 0.11
H 2.009600 1.292500 0.839500 -0.16 -0.02 -0.04
H 3.906400 0.059000 1.919600 -0.04 0.00 -0.06
H 4.010100 0.092300 0.167600 -0.07 0.07 0.08
H 2.910300 -2.319100 0.270900 0.12 0.01 -0.07
H 3.350600 -2.261900 1.974200 -0.04 -0.06 0.11
H 5.260500 -3.225800 1.196300 0.07 0.08 -0.01
H 5.740900 -1.538700 1.044200 -0.05 -0.23 0.02
H 5.100700 -1.652000 -1.314000 0.15 -0.25 -0.08
H 5.939900 -2.647100 -3.211800 0.04 -0.03 0.18
H 6.437500 -4.285800 -3.152300 -0.07 0.10 0.04
H 5.767300 -4.821400 0.254000 0.09 0.08 -0.13
H 6.413800 -5.478700 -1.186500 0.03 0.00 -0.01
I 0.099400 -3.649800 0.841200 -0.74 0.91 -0.22
C -1.728400 -4.605100 1.415200 -0.25 -0.01 -0.01
I -3.366500 -3.270000 0.942500 1.43 0.77 -0.05
H -1.690000 -4.801700 2.484800 -0.10 0.21 -0.08
H -1.839500 -5.528900 0.849000 0.00 0.21 -0.06

---

No. 3
48
Properties=species:S:1:pos:R:3:forces:R:3 method="wB97M-V/def2-TZVPD" e_tot_ev=-53592.3439 s_squared=0.758 charge=+3 e_above_lowest_kcal_mol=45.8 gap_ev="6.70 / 7.67" multiplicity=2 homo_ev="-16.99 / -17.99"
Ir -2.279433 -0.151424 0.275190 -3.20 1.28 -0.44
O -4.122191 1.188719 -3.414719 -0.08 0.09 -0.08
C -3.685245 0.897831 -2.227576 0.02 0.07 0.03
O -3.019816 -0.086909 -1.941091 0.77 -1.07 -0.13
C -4.081859 1.835529 -1.161969 -0.09 0.22 0.10
C -4.942836 2.899795 -1.304717 -0.04 0.00 0.05
C -5.310550 3.614722 -0.162016 0.00 0.14 0.09
C -4.814352 3.242788 1.076491 -0.05 0.02 -0.34
C -3.935211 2.171412 1.126016 0.08 -0.12 0.41
N -3.581429 1.506684 0.041743 0.79 -1.00 -0.45
C -3.352612 1.609174 2.402805 -0.60 0.77 -1.02
O -3.638193 2.093965 3.451620 0.38 -0.39 0.39
O -2.561544 0.582698 2.169594 1.72 -1.35 0.50
H -3.870568 0.540838 -4.097029 0.07 -0.05 0.12
H -5.333127 3.147750 -2.281879 -0.01 0.01 0.00
H -5.987909 4.455323 -0.238101 -0.02 -0.03 -0.06
H -5.095738 3.750754 1.989316 0.07 -0.05 0.05
N 0.398927 0.703678 1.812553 0.67 0.20 0.33
C 1.271193 1.212429 0.906344 0.16 0.01 0.15
C 2.703079 0.735635 0.909671 0.02 -0.06 -0.28
C 2.963331 -0.774340 0.952496 -0.04 0.04 0.06
C 4.423633 -1.085497 0.574391 -0.15 -0.06 0.04
N 4.614156 -1.279986 -0.864495 -0.20 0.10 0.13
C 5.207454 -2.307333 -1.477158 0.03 0.08 0.00
N 5.420954 -2.241008 -2.789065 0.02 -0.11 -0.06
N 5.575478 -3.400832 -0.817553 0.02 -0.05 -0.03
C 0.557519 0.810274 -0.887359 -0.04 0.04 0.60
O 1.469809 0.706463 -1.626238 -0.11 -0.05 -0.17
O -0.679319 0.830245 -0.855148 -0.44 -0.13 0.53
H -0.196726 1.342586 2.322800 -0.33 -0.16 -0.13
H 0.729272 -0.071018 2.372428 -0.18 -0.07 0.01
H 1.178081 2.287099 0.754878 -0.15 -0.02 -0.11
H 3.173626 1.202676 1.781242 0.02 0.04 -0.02
H 3.185122 1.159948 0.028978 -0.03 0.09 0.02
H 2.284551 -1.310902 0.282166 0.07 -0.02 -0.06
H 2.796229 -1.160747 1.960936 -0.02 0.01 -0.01
H 4.756245 -1.967864 1.112063 0.05 -0.01 -0.04
H 5.057757 -0.258047 0.896415 0.10 -0.08 0.05
H 4.348818 -0.500059 -1.446827 0.07 -0.03 -0.08
H 5.201478 -1.423022 -3.332036 0.03 0.06 0.07
H 5.875796 -2.994531 -3.278648 -0.02 -0.01 -0.01
H 5.418479 -3.522351 0.166013 0.04 0.05 0.01
H 6.071662 -4.140793 -1.287551 0.01 0.01 -0.01
I -1.015887 -2.608010 0.709405 -0.17 0.72 -0.15
C -2.882908 -3.405976 1.337613 -0.04 -0.12 0.07
I -4.360740 -1.942742 0.888422 0.87 0.84 -0.12
H -2.844392 -3.581067 2.406718 -0.05 0.09 0.03
H -3.090060 -4.314571 0.782850 -0.01 0.03 -0.06